{
  "formula": "C34H47NO2SeW",
  "method": "ωB97M-V with the def2-TZVPD basis set",
  "multiplicity": 3,
  "lumo_ev": [-7.5, -7.7],
  "charge": 2,
  "e_tot_ev": -108763.6170,
  "symbols": ["W", "C", "C", "C", "C", "C", "C", "C", "Se", "C", "C", "C", "C", "C", "C", "O", "C", "C", "C", "C", "C", "C", "C", "C", "C", "O", "C", "C", "C", "C", "C", "C", "H", "H", "H", "H", "H", "H", "H", "H", "H", "H", "H", "H", "H", "H", "H", "H", "H", "H", "H", "H", "H", "H", "H", "H", "H", "H", "H", "H", "H", "H", "H", "H", "H", "H", "H", "H", "H", "H", "H", "H", "N", "C", "C", "C", "C", "C", "C", "H", "H", "H", "H", "H", "H", "H"],
  "xyz": [[2.366, -1.194, -0.499], [-1.614, 2.489, 4.409], [-2.181, 1.325, 3.583], [-3.087, 0.484, 4.481], [-3.019, 1.879, 2.420], [-1.023, 0.512, 3.010], [-0.119, 1.128, 2.152], [0.923, 0.389, 1.633], [2.253, 1.195, 0.484], [1.141, 1.816, -0.952], [0.610, 3.081, -0.959], [-0.211, 3.470, -2.023], [-0.425, 2.554, -3.039], [0.115, 1.254, -3.091], [0.906, 0.926, -2.008], [1.558, -0.296, -1.864], [-0.231, 0.375, -4.297], [-1.758, 0.234, -4.378], [0.363, -1.036, -4.244], [0.297, 1.066, -5.564], [-0.826, 4.867, -2.016], [0.300, 5.911, -1.995], [-1.702, 5.116, -3.243], [-1.694, 5.017, -0.757], [1.098, -0.957, 1.948], [2.183, -1.592, 1.335], [0.224, -1.616, 2.810], [-0.816, -0.832, 3.317], [0.367, -3.100, 3.159], [0.193, -3.938, 1.882], [-0.694, -3.550, 4.163], [1.748, -3.360, 3.779], [-2.432, 3.077, 4.826], [-1.004, 2.124, 5.237], [-1.002, 3.161, 3.805], [-3.900, 1.107, 4.852], [-3.538, -0.351, 3.941], [-2.554, 0.095, 5.350], [-3.853, 2.463, 2.812], [-2.437, 2.536, 1.771], [-3.429, 1.072, 1.810], [-0.228, 2.175, 1.896], [0.826, 3.772, -0.154], [-1.051, 2.852, -3.868], [-2.160, -0.243, -3.482], [-2.257, 1.195, -4.503], [-2.019, -0.383, -5.238], [0.001, -1.593, -3.375], [0.045, -1.578, -5.135], [1.454, -1.022, -4.243], [-0.144, 2.052, -5.703], [1.381, 1.181, -5.531], [0.045, 0.466, -6.440], [0.934, 5.823, -2.879], [-0.129, 6.913, -1.985], [0.932, 5.819, -1.110], [-1.130, 5.054, -4.172], [-2.539, 4.417, -3.298], [-2.120, 6.120, -3.188], [-1.108, 4.915, 0.159], [-2.151, 6.007, -0.740], [-2.494, 4.274, -0.739], [-1.514, -1.307, 3.988], [-0.770, -3.734, 1.409], [0.988, -3.744, 1.161], [0.224, -4.999, 2.133], [-1.706, -3.446, 3.767], [-0.539, -4.605, 4.387], [-0.625, -3.001, 5.103], [2.559, -3.107, 3.096], [1.880, -2.780, 4.693], [1.841, -4.416, 4.038], [4.115, -2.561, -0.153], [3.309, -3.738, -0.432], [3.397, -4.898, 0.316], [2.513, -5.933, 0.054], [1.526, -5.807, -0.920], [1.416, -4.639, -1.649], [2.318, -3.598, -1.408], [4.424, -2.550, 0.818], [4.936, -2.483, -0.750], [4.150, -4.994, 1.089], [2.593, -6.851, 0.620], [0.847, -6.627, -1.110], [0.665, -4.530, -2.419], [2.271, -2.769, -2.142]]
}

{
  "formula": "C3H11N2OS",
  "method": "ωB97M-V with the def2-TZVPD basis set",
  "lumo_ev": -3.1,
  "charge": 1,
  "e_tot_ev": -19145.8115,
  "symbols": ["C", "C", "S", "N", "H", "H", "H", "H", "H", "H", "H", "H", "C", "N", "O", "H", "H", "H"],
  "xyz": [[-1.378, 0.967, -0.326], [-1.774, -0.156, -1.263], [-3.577, -0.342, -1.143], [0.112, 1.182, -0.396], [-1.612, 0.722, 0.706], [-1.864, 1.900, -0.603], [-1.276, -1.084, -0.973], [-1.493, 0.092, -2.289], [-3.662, -1.336, -2.032], [0.425, 1.866, 0.293], [0.384, 1.532, -1.316], [0.625, 0.288, -0.220], [2.331, -1.264, 1.056], [2.521, -0.263, 2.058], [1.655, -1.050, 0.089], [2.833, -2.235, 1.209], [2.220, -0.660, 2.954], [3.529, -0.161, 2.198]]
}

{
  "formula": "C5H4CsNaO6",
  "method": "ωB97M-V with the def2-TZVPD basis set",
  "multiplicity": 2,
  "lumo_ev": [-3.6, -3.6],
  "charge": 1,
  "e_tot_ev": -22493.8723,
  "symbols": ["O", "C", "O", "O", "Cs", "O", "C", "O", "O", "C", "C", "C", "Na", "H", "H", "H", "H"],
  "xyz": [[3.531, -7.339, 8.221], [3.289, -6.661, 7.323], [3.051, -5.971, 6.415], [2.219, -1.439, -0.069], [1.114, -3.972, 3.600], [3.475, 2.963, -3.029], [3.414, 1.951, -2.301], [4.031, 1.768, -1.227], [2.609, 0.949, -2.771], [2.724, -0.327, -2.187], [0.562, -0.077, -1.089], [1.885, -0.581, -0.893], [4.872, 3.912, -1.471], [2.459, -1.158, -2.857], [3.787, -0.547, -2.010], [-0.206, -0.734, -1.500], [0.331, 0.939, -0.769]]
}